Record 1
{
  "formula": "C4H12",
  "method": "ωB97M-V/def2-TZVPD",
  "homo_energy_ha": -0.4246,
  "smiles": "CC.CC",
  "de_lowest_kj_mol": 12.3,
  "total_energy_ev": -4342.4007,
  "max_force_ha_per_bohr": 0.0245,
  "charge": 0,
  "symbols": ["C", "C", "H", "H", "H", "H", "H", "H", "C", "C", "H", "H", "H", "H", "H", "H"],
  "xyz": [[1.711627, -0.454677, 0.245114], [1.202360, -0.549204, 1.670539], [1.288243, 0.386490, -0.280409], [2.786659, -0.244206, 0.208190], [1.585200, -1.309098, -0.421146], [0.130202, -0.632712, 1.707434], [1.441819, 0.373333, 2.196118], [1.586045, -1.441128, 2.161933], [-1.096245, 1.139805, -1.066466], [-1.825002, -0.165141, -0.781530], [-0.394363, 1.028760, -1.864881], [-1.825465, 1.852186, -1.468037], [-0.613413, 1.586462, -0.201484], [-2.312697, -0.526163, -1.684837], [-2.537798, -0.099270, 0.040567], [-1.127173, -0.945438, -0.461105]],
  "forces_ev_per_a": [[0.88, 0.34, -0.58], [0.02, -0.21, -0.43], [-0.36, 0.28, -0.08], [0.00, -0.14, 0.28], [-0.33, -0.28, 0.40], [-0.59, -0.07, -0.12], [0.26, -0.19, 0.27], [0.23, 0.21, 0.28], [-1.20, 0.37, -0.09], [0.61, -0.44, 0.36], [0.73, -0.23, -0.37], [0.07, 0.16, 0.28], [0.02, -0.06, 0.07], [-0.19, -0.02, 0.07], [-0.21, 0.25, -0.19], [0.06, 0.03, -0.16]]
}

Record 2
{
  "formula": "C5H13N",
  "method": "ωB97M-V/def2-TZVPD",
  "homo_energy_ha": -0.3617,
  "smiles": "C=NC.CCC",
  "de_lowest_kj_mol": 173.2,
  "total_energy_ev": -6884.4021,
  "max_force_ha_per_bohr": 0.0424,
  "charge": 0,
  "symbols": ["C", "N", "C", "H", "H", "H", "H", "H", "C", "C", "C", "H", "H", "H", "H", "H", "H", "H", "H"],
  "xyz": [[1.895946, 0.969779, -0.239089], [1.939497, 0.310972, 0.840916], [3.086592, -0.541824, 1.071205], [1.157717, 1.720122, -0.470216], [2.679302, 0.721565, -0.962470], [3.788156, -0.805094, 0.274200], [3.704328, 0.076509, 1.741254], [2.721440, -1.292190, 1.773263], [-1.622612, -0.716315, 0.740655], [-1.736553, -0.480053, -0.801550], [-2.396343, 0.857348, -1.151595], [-0.601830, -0.693571, 1.109000], [-2.283571, -0.046877, 1.287852], [-1.960839, -1.740956, 0.924529], [-0.694442, -0.443653, -1.135769], [-2.115127, -1.389731, -1.259905], [-2.290003, 0.957499, -2.234632], [-1.845202, 1.681590, -0.704463], [-3.426462, 0.854872, -0.803188]],
  "forces_ev_per_a": [[1.05, -1.25, 0.19], [-0.40, 0.82, -0.62], [-0.01, 1.09, 1.89], [-0.35, 0.01, 0.13], [-0.13, 0.55, -0.50], [-0.68, -0.40, -0.41], [0.07, -0.09, -0.02], [0.44, -0.74, -0.67], [-0.64, -0.90, -0.79], [1.54, 0.31, 1.41], [0.46, -1.13, -0.49], [0.06, 0.49, 0.04], [0.17, 0.08, 0.17], [-0.11, 0.11, 0.29], [-0.05, 0.09, -0.30], [-0.65, 0.33, -0.29], [-0.59, 0.33, 0.01], [-0.04, 0.01, 0.22], [-0.13, 0.28, -0.26]]
}

Record 3
{
  "formula": "C2H4O2",
  "method": "ωB97M-V/def2-TZVPD",
  "homo_energy_ha": -0.3731,
  "smiles": "COC=O",
  "de_lowest_kj_mol": 225.5,
  "total_energy_ev": -6231.9701,
  "max_force_ha_per_bohr": 0.1219,
  "charge": 0,
  "symbols": ["C", "O", "C", "O", "H", "H", "H", "H"],
  "xyz": [[-0.755717, 0.644810, 0.364794], [-0.663522, -0.595026, -0.144750], [0.908588, -0.895515, -0.513295], [1.773064, -0.133403, -0.236368], [-1.563281, 0.638293, 1.040776], [-0.952767, 1.340796, -0.418416], [0.336726, 0.971675, 0.616335], [0.916910, -1.971630, -0.709077]],
  "forces_ev_per_a": [[2.86, 2.27, -0.32], [4.55, -3.58, -2.40], [-3.04, 0.74, 2.61], [-1.04, -0.89, -1.03], [-0.44, 0.44, 1.48], [-0.73, 0.85, -0.78], [-2.23, -0.10, 1.02], [0.06, 0.27, -0.57]]
}

Record 4
{
  "formula": "C4HBr2ClF2",
  "method": "ωB97M-V/def2-TZVPD",
  "homo_energy_ha": -0.3455,
  "de_lowest_kj_mol": 0.0,
  "total_energy_ev": -162204.5159,
  "max_force_ha_per_bohr": 0.0530,
  "charge": 0,
  "symbols": ["C", "C", "C", "C", "F", "F", "Cl", "Br", "Br", "H"],
  "xyz": [[0.444309, 0.430985, 0.802792], [0.812726, -0.555832, -0.206799], [-0.848668, 0.600178, 1.034692], [0.292482, -0.381967, -1.409887], [0.443255, -1.104811, -2.490491], [-0.433703, 0.664086, -1.725274], [-1.639547, 1.576207, 2.233178], [2.177736, -1.839589, 0.146751], [-2.314981, -0.494616, 0.206098], [1.066391, 1.105359, 1.408940]],
  "forces_ev_per_a": [[-0.97, 0.40, 0.80], [1.19, 0.37, -0.15], [-2.49, -1.06, 0.35], [0.37, 0.14, -0.79], [0.30, -0.49, 0.31], [-0.18, 0.22, -0.11], [0.92, 0.16, -0.34], [-0.63, 0.31, -0.14], [1.14, 0.65, 0.61], [0.35, -0.70, -0.54]]
}

Number 1: gap between HOMO and LUMO 0.4687 hartree, LUMO 1.20 eV. Number 2: gap between HOMO and LUMO 0.4032 hartree, LUMO 1.13 eV. Number 3: gap between HOMO and LUMO 0.3981 hartree, LUMO 0.68 eV. Number 4: gap between HOMO and LUMO 0.3497 hartree, LUMO 0.12 eV.